Here is a structure of composition C18H35BaNO12 in a non-equilibrium geometry from the OMol25 dataset. Energies are from ωB97M-V with the def2-TZVPD basis set.

Structure (XYZ):
```
67
Properties=species:S:1:pos:R:3:forces:R:3
Ba -0.2431 0.1500 -0.3291 0.7 -0.6 2.0
C 0.3419 0.7830 4.6979 1.2 1.0 -3.1
C 0.3349 0.2620 3.3399 -1.3 -1.2 6.8
C -0.0021 -1.2030 3.1519 0.4 -0.2 5.5
O -0.1051 -1.5810 2.0119 -0.6 -1.7 -5.6
C -0.0681 -2.0180 4.3129 0.2 -0.9 -0.8
C -0.1541 -1.4980 5.6349 -0.8 -0.2 0.7
C 0.0939 0.0000 5.8509 0.8 -0.3 -1.8
O 0.2589 0.4210 6.9599 -0.1 0.7 2.4
O -0.4421 -2.1700 6.6289 0.3 0.0 -0.5
O 0.6069 0.8910 2.3579 1.3 2.9 -5.0
H 0.9799 1.7270 4.7939 -1.4 -1.0 0.1
H -0.0561 -3.1510 4.3169 -0.4 1.4 -0.6
C 3.0899 -0.6150 0.8919 0.7 0.5 0.1
O 2.3139 -1.1630 -0.1531 0.4 1.4 0.1
C 2.3319 -2.5540 -0.2001 1.7 0.1 -3.8
C 1.5759 -2.8890 -1.4901 1.2 1.7 1.8
N 0.2019 -2.5340 -1.2371 -1.7 0.5 -0.6
C -0.5261 -2.6990 -2.5231 2.0 0.2 -1.2
C -1.8741 -2.0550 -2.6091 -0.3 -8.4 -0.7
O -1.8821 -0.8080 -2.4481 -0.7 7.8 0.7
C -3.2491 -0.3620 -2.5581 0.4 0.6 1.6
H 3.2389 0.4620 0.7339 0.0 -0.4 -0.3
H 4.0289 -1.1430 0.9169 0.8 0.0 -0.1
H 2.6999 -0.6820 1.8859 -1.0 -0.4 0.5
H 1.7559 -2.8620 0.5399 -2.3 -1.9 3.9
H 3.3299 -3.0410 -0.1781 -0.3 0.6 0.1
H 1.6759 -3.8740 -1.7761 0.3 -2.6 -0.4
H 2.0709 -2.3150 -2.2721 -0.6 0.4 -0.2
H -0.2251 -3.1310 -0.4711 0.8 0.8 -1.2
H -0.5341 -3.8130 -2.6621 -0.5 1.0 -0.9
H 0.0859 -2.1360 -3.3611 -0.6 -1.5 1.5
H -2.4031 -2.5410 -1.7901 -1.0 -0.4 0.2
H -2.3641 -2.3250 -3.5781 0.3 -0.4 0.4
H -3.4901 -0.2360 -3.6011 -0.6 -1.1 -0.5
H -3.2521 0.6740 -2.2531 0.0 0.3 0.7
H -3.9041 -0.9720 -1.8271 0.8 0.8 -1.8
C -3.3401 1.1060 0.8469 0.8 2.6 0.5
C -3.7211 -0.2650 0.8629 -0.8 -2.6 -0.5
O -2.6191 -1.0430 0.4969 0.3 0.2 -1.3
O -2.1541 1.4020 1.6119 -1.4 0.3 0.4
H -4.2041 1.6140 1.2079 -0.6 1.0 0.4
H -3.1641 1.4990 -0.1321 0.2 0.1 -0.9
H -4.5171 -0.5070 0.1469 -0.2 0.6 0.0
H -4.1371 -0.5270 1.8159 0.1 -0.4 0.8
H -2.4931 -1.7410 1.1039 0.7 -1.2 1.3
H -2.4651 1.7680 2.4729 0.9 -0.6 -0.7
C -0.4231 3.4410 -1.6961 0.9 3.5 -1.2
C -0.1871 3.6270 -0.2511 1.5 0.3 1.2
O 0.6719 2.6170 0.2089 0.1 -1.6 -1.5
O -1.1921 2.3700 -2.0211 -1.0 -2.9 0.4
H 0.5309 3.4050 -2.2581 -0.2 0.0 0.4
H -0.9211 4.3820 -2.0001 0.2 -0.3 -0.1
H -1.0971 3.6500 0.3419 -0.3 0.1 0.0
H 0.4869 4.4590 -0.0211 -1.1 1.1 -0.8
H 0.7689 2.6850 1.1389 0.2 -0.5 2.0
H -1.8831 2.5220 -2.6561 -0.1 0.5 -0.3
C 3.3709 1.5750 -1.6661 1.5 -0.5 1.4
C 2.6209 1.2510 -2.8581 -1.4 1.9 -1.6
O 1.6939 0.2740 -2.5691 -1.6 -1.7 0.3
O 4.0949 2.7340 -1.8941 2.3 1.4 -0.7
H 4.0469 0.7090 -1.4191 -0.9 0.8 0.4
H 2.6779 1.9420 -0.9361 -0.6 -1.2 1.2
H 3.2519 0.9320 -3.6661 0.4 0.2 -0.6
H 1.9919 2.1530 -3.1051 1.2 -0.3 -0.4
H 1.0819 0.2740 -3.3091 -0.2 -0.3 -0.1
H 4.9879 2.6900 -1.5021 -0.8 0.0 -0.3
```
Forces are in eV/Å.

Properties
Gap between HOMO and LUMO in eV: 4.2704
E_LUMO in eV: -0.989
Total energy in eV: -45983.03854
Strongest force on any atom in eV/A: 8.44